Entry 1:
C3H6CuIO3 | wB97M-V/def2-TZVPD

Each line ends with the Mulliken charge.
Element x y z (Å)
Cu: -1.85145 -5.48210 5.16115  0.462
I: -0.50712 -3.66219 3.46671  -0.388
C: -0.72715 -0.55628 1.01216  -0.401
O: 0.27449 -0.22335 0.06820  -0.283
C: 0.11055 0.76095 -0.77631  0.797
O: -0.80734 1.54027 -0.85101  -0.556
O: 1.18782 0.83520 -1.55918  -0.317
C: 1.29915 1.98431 -2.38630  -0.647
H: -0.41298 -1.48811 1.47202  -0.093
H: -1.68089 -0.70460 0.50024  0.304
H: -0.88421 0.21642 1.76543  0.302
H: 1.55205 2.82033 -1.74018  0.287
H: 0.40593 2.18582 -2.97923  0.299
H: 2.04115 1.77332 -3.15368  0.234

- HOMO energy: -0.3253 Ha
- Multiplicity: 1

***

Entry 2:
C3H6CuLiO5 | wB97M-V/def2-TZVPD

Each line ends with the Mulliken charge.
Element x y z (Å)
H: -1.37171 2.31500 -0.88933  0.238
C: -1.70996 1.32111 -0.52766  -0.071
C: -0.47946 0.51080 -0.14296  -0.453
O: 0.21968 0.85522 1.02349  -0.709
Cu: -1.93058 -0.97371 -2.19041  -0.167
O: -2.42870 0.62958 -1.49192  -0.738
H: -2.29478 1.49658 0.39974  0.260
H: 0.21307 0.52544 -1.01016  0.253
H: -0.85803 -0.51684 0.03868  0.209
C: 1.66206 -0.97455 0.88611  0.838
O: 1.67208 -1.66029 -0.18428  -0.691
O: 2.81904 -0.29481 1.19436  -0.467
H: 2.97404 0.34848 0.49367  0.316
Li: 0.46568 -2.28619 -1.37398  0.533
O: 0.96233 -1.29685 1.92907  -0.779
H: 0.08524 0.00104 1.84557  0.430

- HOMO energy (spin up / spin down): -0.0968 / -0.1648 Ha
- Total charge: -1
- Multiplicity: 2

***

Entry 3:
C3H6F2NS | wB97M-V/def2-TZVPD

Each line ends with the Mulliken charge.
Element x y z (Å)
C: 0.07841 -0.61591 -0.05406  0.292
C: -0.18898 -1.99490 0.24793  -0.881
C: -0.42703 1.77860 -0.29734  -0.734
N: -0.61821 0.40845 -0.00650  0.281
F: -2.01409 0.21172 0.45465  -0.204
F: 2.62319 1.10357 0.37232  -0.148
S: 2.54911 -0.21062 -0.54596  0.358
H: -0.49847 -2.50952 -0.66671  0.341
H: 0.68899 -2.50906 0.63454  0.356
H: -1.00884 -2.07609 0.97246  0.344
H: 0.52737 1.93478 -0.79488  0.372
H: -1.24205 2.11583 -0.94411  0.312
H: -0.46939 2.36315 0.62766  0.311

- HOMO energy: -0.5457 Ha
- Total charge: +1
- Multiplicity: 1

***

Entry 4:
C3H6F3O | wB97M-V/def2-TZVPD

Each line ends with the Mulliken charge.
Element x y z (Å)
H: 0.99257 0.26633 -0.57228  0.267
C: 1.50989 -0.77077 0.42987  0.608
F: 1.82278 -1.88438 -0.26070  -0.195
F: 2.67398 -0.22829 0.82704  -0.212
C: -1.10832 -2.31057 0.56676  -0.636
O: -0.73005 -1.19349 1.35265  -0.342
C: 0.63443 -1.05256 1.63822  -0.492
H: -2.19866 -2.38066 0.62306  0.228
H: -0.79687 -2.18713 -0.47950  0.268
H: -0.65181 -3.22238 0.98261  0.312
H: 0.73264 -0.20306 2.32293  0.294
H: 1.00966 -1.96100 2.14306  0.379
F: 0.59498 1.12154 -1.49257  -0.480

- HOMO energy (spin up / spin down): -0.3985 / -0.4052 Ha
- Multiplicity: 2

***

Entry 5:
C3H6F3O4PS | wB97M-V/def2-TZVPD

Each line ends with the Mulliken charge.
Element x y z (Å)
C: 1.44037 1.77555 -1.23780  -0.999
C: 0.65713 -1.26261 -0.53467  -0.680
C: -1.74118 -0.62915 1.68146  0.706
O: 1.18366 0.69068 1.43568  -0.344
O: -0.96602 1.02024 -0.32840  -0.543
O: -3.10099 -0.14940 -0.54751  -0.609
O: -0.98603 -1.44132 -0.66039  -0.322
F: -0.70284 -1.50356 1.95371  -0.240
F: -2.83593 -1.21924 1.99633  -0.216
F: -1.58310 0.31271 2.56549  -0.246
P: 1.36372 0.33054 0.03185  0.644
S: -1.72631 -0.19861 -0.15081  0.952
H: 0.99902 2.64596 -0.62984  0.295
H: 2.48472 1.78164 -1.33771  0.438
H: 1.07177 1.77244 -2.35584  0.324
H: 0.96098 -1.28994 -1.67045  0.302
H: 0.92564 -2.23829 -0.07778  0.359
H: 2.55538 -0.39764 -0.13331  0.178

- HOMO energy (spin up / spin down): -0.1900 / -0.4201 Ha
- Multiplicity: 3

***

Entry 6:
C3H6F3OTm | wB97M-V/def2-TZVPD

Each line ends with the Mulliken charge.
Element x y z (Å)
H: 0.50912 1.29504 0.98459  0.190
C: 1.45670 0.87041 0.62261  0.417
F: -1.25274 -0.01848 1.29257  -0.255
F: 2.05335 2.03870 0.21572  -0.296
F: 1.62753 0.07336 -0.47277  -0.263
Tm: -2.94166 -0.64350 2.59134  1.282
C: 3.81342 1.44002 2.86997  -0.635
O: 3.48565 0.36429 2.01824  -0.350
C: 2.11784 0.07588 1.91953  -0.520
H: 4.90147 1.56642 2.83384  0.240
H: 3.30399 2.37912 2.60328  0.270
H: 3.48993 1.20774 3.89889  0.291
H: 1.92792 -0.98370 1.70040  0.315
H: 1.70441 0.12780 2.94296  0.313

- HOMO energy (spin up / spin down): -0.4373 / -0.4373 Ha
- Total charge: +1
- Multiplicity: 4

***

Entry 7:
C3H6FIOS | wB97M-V/def2-TZVPD

Each line ends with the Mulliken charge.
Element x y z (Å)
C: -0.31003 2.63645 0.65080  -0.655
C: 0.93120 -2.80508 -0.70228  -0.471
C: -0.71943 0.41029 0.17046  0.248
O: -0.48470 1.31710 1.05810  -0.216
F: -0.67189 0.88249 -1.16141  -0.243
S: 1.67932 -1.68922 0.53040  -0.110
I: -2.28294 -0.95768 0.40942  0.096
H: 0.26389 2.71510 -0.26729  0.317
H: 0.37179 3.05753 1.47910  0.238
H: -1.23346 3.29979 0.52320  0.268
H: -0.09662 -2.37176 -0.74461  0.013
H: 1.01397 -3.77937 -0.26775  0.283
H: 1.53890 -2.71562 -1.67813  0.232

- HOMO energy (spin up / spin down): -0.3225 / -0.2931 Ha
- Multiplicity: 1

***

Entry 8:
C3H6FN | wB97M-V/def2-TZVPD

Each line ends with the Mulliken charge.
Element x y z (Å)
C: -0.60222 -0.67723 0.28532  -0.401
C: 0.60315 0.35609 0.25951  -0.161
C: 1.79617 0.46865 -0.15257  -0.022
H: -2.24159 -0.56938 -1.02487  0.242
H: -1.91348 0.68686 -0.00481  0.267
H: -0.07090 -1.85277 0.25787  0.283
H: -1.25549 -0.66021 1.27917  0.222
H: 0.37069 1.34015 0.65785  0.197
H: 2.25801 1.46372 -0.34890  0.275
N: -1.51179 0.07845 -0.78316  -0.635
F: 2.56745 -0.63432 -0.42542  -0.266

- HOMO energy: -0.3588 Ha
- SMILES string: NC/C=C\F
- Multiplicity: 1

***

Entry 9:
C3H6FN | wB97M-V/def2-TZVPD

Each line ends with the Mulliken charge.
Element x y z (Å)
C: 0.31465 -0.40050 -0.69620  0.107
C: 0.81400 0.82498 0.00217  -0.364
C: -0.66820 -0.76631 0.28365  -0.480
H: -0.17177 -0.06182 -1.40657  0.330
H: 1.88057 0.74911 0.61153  0.210
H: 0.69443 1.67105 -0.54960  0.274
H: -1.42077 1.28784 1.06513  0.247
H: -1.65176 -1.24521 -0.16555  0.220
H: -0.53990 -1.55467 1.17388  0.225
N: -0.48153 0.71417 0.85547  -0.422
F: 1.23029 -1.21865 -1.17391  -0.347

- HOMO energy: -0.3182 Ha
- SMILES string: FC1CNC1
- Multiplicity: 1

***

Entry 10:
C3H6FN | wB97M-V/def2-TZVPD

Each line ends with the Mulliken charge.
Element x y z (Å)
C: 0.51781 -0.56750 1.11095  -0.342
C: 0.07299 0.61897 0.12738  0.107
C: -0.99123 0.40897 -0.90054  -0.417
H: -0.27130 -1.29556 1.35480  0.258
H: 0.81263 -0.04805 2.04946  0.233
H: 0.28362 1.67827 0.44702  0.278
H: -1.53001 1.26237 -1.31675  0.238
H: -1.59151 -0.49960 -0.85441  0.220
H: 0.73072 -0.65509 -1.40334  0.275
N: 0.37703 0.31991 -1.23118  -0.567
F: 1.58925 -1.22269 0.61661  -0.284

- HOMO energy: -0.3427 Ha
- SMILES string: FC[C@@H]1CN1
- Multiplicity: 1

***

Entry 11:
C3H6FN2 | wB97M-V/def2-TZVPD

Each line ends with the Mulliken charge.
Element x y z (Å)
C: 1.25114 0.16036 -0.55874  -0.455
C: -0.06993 -0.08875 0.14326  -1.247
F: 1.88228 1.31366 -0.04738  -0.280
H: 0.13086 -0.08848 1.30415  -0.240
H: 1.91221 -0.69577 -0.36930  0.362
C: -1.01292 1.03225 -0.07691  0.227
N: -1.77882 1.90059 -0.11823  -0.507
N: -0.57329 -1.38026 -0.26367  -0.497
H: -1.50356 -1.53366 0.11792  0.258
H: -0.65994 -1.34705 -1.34399  0.259
H: 1.09267 0.28653 -1.64004  0.273
H: 0.36859 -0.39496 2.91932  0.847

- HOMO energy: -0.0595 Ha
- Total charge: -1
- Multiplicity: 1

***

Entry 12:
C3H6FN3 | wB97M-V/def2-TZVPD

Each line ends with the Mulliken charge.
Element x y z (Å)
C: -0.59746 1.20477 0.11948  -0.351
C: 0.43737 -0.66297 0.95342  0.076
C: 0.00682 -0.62929 -1.41536  -0.885
N: -0.19992 1.37707 1.54884  -0.226
N: 0.41567 0.44022 1.97904  -0.252
N: -0.42140 -0.17655 -0.11668  -0.020
F: -0.15577 -1.67925 1.53942  -0.305
H: -1.61533 1.65504 0.09594  0.281
H: 0.15262 1.84709 -0.42959  0.308
H: 1.47002 -0.92048 0.84855  0.435
H: -0.81858 -0.60166 -2.11840  0.298
H: 0.97179 -0.15081 -1.81475  0.318
H: 0.35416 -1.70318 -1.18991  0.320

- HOMO energy: -0.3472 Ha
- SMILES string: CN1CN=N[C@H]1F
- Multiplicity: 1

***

Energy above the lowest of the compared OMol25 structures with the same formula, charge and spin? In order: 7.1; 135.0; 329.6; 104.5; 3.7; 0.0; 246.0; 203.9; 296.0; 72.7; 117.6; 161.5 kJ/mol.